# 1
# C9H8N2NiO6

C9H8N2NiO6 as an isolated structure (ωB97M-V/def2-TZVPD, OMol25).

Output
Expectation value of S²: 2.004
Orbital gap (alpha / beta): 9.03 / 8.61 eV
Spin multiplicity: 3
Total charge: 0

Cartesian coordinates (Å):
Ni  -1.35203  -0.19817  -0.67560
O  0.36540  -3.57580  -2.08660
C  -0.01321  -2.46658  -1.77014
O  -1.14420  -2.10503  -1.27724
C  0.93475  -1.26093  -2.00291
C  2.25108  -1.27873  -2.42061
C  2.91084  -0.05821  -2.54463
C  2.24463  1.13570  -2.27725
C  0.93020  1.06104  -1.86031
N  0.33783  -0.11399  -1.72944
C  -0.01353  2.21845  -1.45638
O  0.33877  3.36442  -1.65033
O  -1.12551  1.78930  -0.96869
H  2.72658  -2.22448  -2.63827
H  3.95207  -0.03905  -2.84051
H  2.71192  2.10439  -2.38360
N  -2.30055  0.67430  3.91036
C  -1.13407  -0.09324  3.47766
C  -1.11903  -0.18004  1.96405
O  -0.20529  -0.58043  1.28257
O  -2.24159  0.21038  1.36808
H  -2.04610  1.59338  4.24618
H  -2.82020  0.21147  4.64228
H  -2.83269  0.60646  2.05519
H  -1.17628  -1.12001  3.84197
H  -0.17978  0.32540  3.79417

Table of Mulliken atomic charges, one value per atom, all in e: 0.508 -0.643 0.378 -0.670 0.456 -0.404 -0.238 -0.398 0.346 -0.252 0.508 -0.643 -0.660 0.498 0.427 0.491 -0.600 -0.253 0.702 -0.536 -0.548 0.209 0.219 0.473 0.307 0.323

***

# 2
# C28H76O10

A 10-piece molecular cluster, C28H76O10 overall (ωB97M-V/def2-TZVPD, OMol25).

Output
SMILES string: CC(C)O.CC(C)O.CC(C)O.CC(C)O.CC(C)O.CC(C)O.CC(C)O.CC(C)O.CC(C)O.CO
Orbital gap: 10.11 eV
Spin multiplicity: 1
Total charge: 0
Relative energy (zero: lowest compared OMol25 entry of this formula, charge and spin): 100.4 kcal per mole

Cartesian coordinates (Å):
C  -2.66905  -2.41132  -4.79033
C  -1.99560  -1.14216  -5.12511
C  -2.82673  -0.19334  -5.92371
O  -1.67384  -0.45576  -3.93715
H  -3.60075  -2.27825  -4.24048
H  -2.13330  -2.97550  -4.02693
H  -2.81964  -3.03874  -5.66882
H  -1.06975  -1.43474  -5.62038
H  -3.66868  0.14614  -5.32041
H  -3.12586  -0.73092  -6.82350
H  -2.24726  0.67697  -6.23174
H  -1.17384  -0.98849  -3.31441
C  -2.20162  -2.07484  2.91531
C  -2.56196  -2.22015  4.44105
C  -1.47938  -2.85695  5.38953
O  -2.85160  -0.95050  4.99520
H  -1.29626  -1.46988  2.86571
H  -2.96316  -1.53643  2.35115
H  -1.72305  -2.93934  2.45519
H  -3.55345  -2.64163  4.60659
H  -0.46525  -2.68620  5.02830
H  -1.69516  -3.91661  5.52620
H  -1.36165  -2.39043  6.36758
H  -3.51274  -1.14818  5.66258
C  3.94803  0.14803  -1.55084
C  4.66646  0.64449  -0.28147
C  3.77224  1.30356  0.67228
O  5.39212  -0.37037  0.40431
H  4.65291  -0.48142  -2.09401
H  3.56917  1.04330  -2.04383
H  3.03325  -0.42501  -1.39959
H  5.38440  1.40640  -0.58503
H  4.23898  1.66727  1.58767
H  3.00481  0.63996  1.07075
H  3.29609  2.21820  0.31900
H  6.11213  -0.72588  -0.12182
C  0.01078  4.99739  -0.45772
C  0.57351  5.09185  0.89197
C  0.32851  3.88596  1.78718
O  1.94009  5.04463  0.65829
H  -0.93730  5.51626  -0.31626
H  -0.11044  3.97437  -0.81387
H  0.44049  5.75838  -1.10914
H  0.39324  6.01267  1.44667
H  -0.73188  3.82344  2.03160
H  0.95610  4.06097  2.66103
H  0.54738  2.93692  1.29776
H  2.10074  4.88659  -0.27489
C  -1.39485  -5.27770  -0.46563
C  -1.72253  -4.08578  -1.40003
C  -2.75662  -3.14733  -0.81958
O  -0.56296  -3.23740  -1.55272
H  -0.86321  -4.87004  0.39419
H  -0.84010  -6.06920  -0.96949
H  -2.24384  -5.88904  -0.15972
H  -2.18317  -4.58554  -2.25217
H  -3.02326  -2.35991  -1.52455
H  -2.30801  -2.68501  0.05968
H  -3.64870  -3.59845  -0.38509
H  -0.46927  -2.85732  -0.67615
C  0.59582  2.86121  -5.82780
C  0.89798  3.18133  -4.40996
C  1.31224  1.89917  -3.56039
O  1.95016  4.07248  -4.39492
H  0.14206  1.88827  -6.01650
H  1.51831  2.82494  -6.40728
H  -0.04466  3.62305  -6.27218
H  -0.02230  3.61180  -4.01516
H  0.74542  0.99129  -3.76675
H  1.32491  2.23987  -2.52508
H  2.32062  1.58365  -3.82822
H  2.42716  4.25427  -5.20795
C  -0.53287  1.15835  6.21962
C  -0.21748  1.18917  4.66254
C  0.82908  0.15118  4.47390
O  -1.40966  0.98493  3.84947
H  -0.78160  2.14545  6.60931
H  0.34613  0.80769  6.76044
H  -1.31606  0.47163  6.54075
H  0.29655  2.11977  4.42198
H  1.77867  0.11938  5.00808
H  1.18134  0.25453  3.44757
H  0.32092  -0.81016  4.54936
H  -1.91383  0.23474  4.17294
C  -3.06145  2.57817  -2.94387
C  -2.79374  1.95868  -1.58174
C  -3.83429  0.92501  -1.19793
O  -1.56040  1.45649  -1.77509
H  -3.88610  3.28787  -2.87784
H  -3.26122  1.97222  -3.82761
H  -2.27153  3.26902  -3.23863
H  -2.85283  2.78408  -0.87229
H  -3.58922  0.07570  -1.83568
H  -4.87477  1.19456  -1.37919
H  -3.63624  0.57334  -0.18541
H  -1.72072  0.77058  -2.42733
C  2.35611  -2.94979  3.29450
C  3.58503  -2.24997  2.67908
C  4.78224  -3.17876  2.64350
O  3.31385  -1.73789  1.37515
H  2.07815  -3.75146  2.61027
H  1.48644  -2.29272  3.30074
H  2.44338  -3.47906  4.24338
H  3.78184  -1.38330  3.31015
H  5.16273  -3.36230  3.64832
H  5.66165  -2.77226  2.14400
H  4.58703  -4.20361  2.32778
H  4.01134  -1.12821  1.12335
C  0.18846  -0.25898  0.04326
O  0.65347  -1.51871  0.49216
H  0.23985  -0.08654  -1.03178
H  -0.84713  -0.14754  0.36458
H  0.68826  0.54224  0.58764
H  1.52523  -1.48289  0.89259

Here are the Mulliken charges for atoms 1 to 99, given in e: -1.548 0.720 -1.315 -0.523 0.292 0.250 0.443 0.256 0.267 0.453 0.248 0.025 -0.664 0.324 -1.080 -0.626 -0.084 0.258 0.308 0.608 -0.098 0.422 0.366 0.327 -0.743 0.285 -0.682 -0.605 0.410 0.174 0.036 0.365 0.368 -0.278 0.333 0.326 -1.914 0.628 -0.778 -0.602 0.456 0.397 0.582 0.335 0.414 0.363 -0.203 0.325 -1.395 0.407 0.016 -0.550 0.228 0.376 0.393 0.423 -0.225 -0.371 0.500 0.107 -1.478 1.061 -0.768 -0.565 0.134 0.451 0.421 -0.320 0.162 0.073 0.471 0.341 -1.388 0.662 -0.172 -0.526 0.364 0.354 0.247 0.143 0.497 -0.189 -0.384 0.279 -1.029 0.546 -1.025 0.447 0.513 0.052 0.141 0.433 -0.002 0.426 0.173 -0.226 -1.116 1.008 -1.511

***

# 3
# C5H30BN3O11P

A 10-piece molecular cluster, C5H30BN3O11P overall (ωB97M-V/def2-TZVPD, OMol25).

Output
Orbital gap: 8.11 eV
Spin multiplicity: 1
Total charge: +1

Cartesian coordinates (Å):
C  3.32240  1.57379  -1.09231
C  2.10237  0.48912  -0.90457
B  0.75469  1.22500  -1.40631
O  0.81230  2.67043  -1.55541
C  -0.67424  0.51659  -1.72700
C  -1.06343  -0.74922  -2.51238
N  -2.54090  -0.79735  -2.46000
C  -2.94422  0.35237  -1.71242
P  -4.74716  0.86652  -1.34408
N  -4.82583  2.60232  -1.79226
O  -5.05046  0.83184  0.33859
N  -1.86978  1.18299  -1.23554
H  4.33015  1.16051  -0.74639
H  3.39415  1.82045  -2.20820
H  3.14646  2.53431  -0.50605
H  2.09121  0.16673  0.19616
H  2.40305  -0.43051  -1.51218
H  0.00100  2.95506  -2.03728
H  -0.34773  -1.46655  -3.02094
H  -3.17260  -1.50111  -2.88787
H  -4.31276  2.63252  -2.70052
H  -4.17501  3.08855  -1.13543
H  -5.92163  1.28513  0.48017
H  -1.96272  2.04326  -0.68024
O  -0.21697  -1.19500  1.25202
H  -0.94090  -1.79469  1.47625
H  -0.46427  -0.84629  0.38591
O  0.75785  -0.58926  -5.26002
H  0.21902  -1.30686  -5.61728
H  0.11346  0.07619  -4.98890
O  4.47176  -1.22165  -0.92026
H  4.60027  -1.54693  -0.02006
H  4.43213  -2.02535  -1.45391
O  1.87811  0.41049  3.27646
H  1.29088  0.30935  4.03751
H  1.52811  -0.21333  2.62633
O  2.08211  -0.58650  5.86519
H  2.85049  -0.45364  5.29494
H  2.46335  -0.76851  6.73459
O  -4.97015  -2.49565  -2.04786
H  -4.69235  -3.00456  -1.27490
H  -5.92302  -2.64380  -2.09510
O  0.66304  -1.54288  8.30191
H  -0.05933  -2.14149  8.52617
H  0.41633  -1.19199  7.43636
O  4.56408  3.23944  1.33101
H  3.99952  4.00272  1.50415
H  3.96519  2.48590  1.39810
O  -0.84404  -3.64171  -0.46166
H  0.04684  -3.52584  -0.10566
H  -0.94961  -2.88783  -1.06430

Table of Mulliken atomic charges, one value per atom, all in e: -1.188 0.056 0.649 -0.509 0.005 -0.907 0.198 -0.194 0.389 -0.660 -0.481 0.122 0.317 0.319 0.287 -0.095 0.238 0.277 0.643 0.286 0.301 0.266 0.355 0.338 -0.591 0.329 0.242 -0.620 0.317 0.329 -0.584 0.307 0.286 -0.667 0.336 0.294 -0.617 0.299 0.324 -0.624 0.315 0.311 -0.628 0.307 0.327 -0.621 0.314 0.298 -0.646 0.349 0.305

***

# 4
# C14H13FN2O4

The molecule C14H13FN2O4 (ωB97M-V/def2-TZVPD, OMol25).

Output
SMILES string: COc1cccc(CNc2ccc(F)c([N+](=O)[O-])c2)c1O
Orbital gap: 7.99 eV
Spin multiplicity: 1
Total charge: 0
Relative energy (zero: lowest compared OMol25 entry of this formula, charge and spin): 91.4 kcal per mole

Cartesian coordinates (Å):
C  -4.94960  -1.92031  0.36462
O  -4.09111  -1.14992  -0.43950
C  -2.98388  -0.58556  0.15028
C  -2.63371  -0.68793  1.48523
C  -1.48754  -0.05691  1.94298
C  -0.69208  0.67295  1.08234
C  -1.02498  0.78197  -0.26059
C  -0.20362  1.55769  -1.26736
N  1.03180  2.10153  -0.76874
C  2.10512  1.34662  -0.40518
C  3.21446  1.96140  0.20072
C  4.33738  1.24021  0.53825
C  4.39842  -0.11968  0.27321
F  5.49387  -0.79652  0.64345
C  3.30984  -0.75404  -0.32169
N  3.31192  -2.16702  -0.61441
O  2.23049  -2.69643  -0.77111
O  4.37543  -2.73485  -0.69928
C  2.17310  -0.02668  -0.64924
C  -2.17318  0.15122  -0.72614
O  -2.50561  0.25827  -2.04207
H  -5.74040  -2.26834  -0.29810
H  -4.42903  -2.78202  0.79275
H  -5.38787  -1.32076  1.16849
H  -3.24034  -1.25339  2.17373
H  -1.21824  -0.14110  2.98420
H  0.19723  1.15550  1.45714
H  0.00450  0.90568  -2.12250
H  -0.80778  2.38593  -1.64837
H  0.98723  3.02631  -0.37221
H  3.18092  3.02107  0.40648
H  5.18179  1.71505  1.01157
H  1.34620  -0.56075  -1.08724
H  -3.31074  -0.25921  -2.18173

Table of Mulliken atomic charges, one value per atom, all in e: -0.904 -0.478 1.058 -0.499 -1.000 -0.369 0.373 -1.191 -0.090 0.277 -0.629 -0.551 0.544 -0.292 -0.671 0.968 -0.590 -0.582 0.153 0.243 -0.636 0.247 0.363 0.358 0.398 0.376 0.412 0.363 0.469 0.268 0.343 0.431 0.490 0.350

***

# 5
# CH5OP

The molecule CH5OP (ωB97M-V/def2-TZVPD, OMol25).

Output
SMILES string: CPO
Orbital gap: 9.19 eV
Spin multiplicity: 1
Total charge: 0
Relative energy (zero: lowest compared OMol25 entry of this formula, charge and spin): 31.4 kcal per mole

Cartesian coordinates (Å):
C  1.21820  -0.12288  -0.21969
P  -0.93215  0.53881  -0.48208
O  -1.43287  -0.81096  0.24095
H  1.41889  -0.35517  0.74714
H  1.75845  0.80640  -0.57971
H  1.47166  -0.89749  -0.96506
H  -1.19225  1.48252  0.68684
H  -2.30994  -0.64123  0.57161

Table of Mulliken atomic charges, one value per atom, all in e: -0.974 0.179 -0.429 0.315 0.294 0.279 0.025 0.313

***

# 6
# C21H29CuN4OTe

C21H29CuN4OTe as an isolated structure (ωB97M-V/def2-TZVPD, OMol25).

Output
Orbital gap: 5.12 eV
Spin multiplicity: 1
Total charge: -2
Relative energy (zero: lowest compared OMol25 entry of this formula, charge and spin): 27.8 kcal per mole

Cartesian coordinates (Å):
Cu  0.10673  0.59682  -0.00347
O  -1.16588  -0.60917  -2.12807
C  -0.12867  -1.46124  -2.03059
C  0.09561  -2.07316  -0.64194
C  -0.13629  -3.43063  -0.40474
C  0.11146  -3.96685  0.84660
C  0.60339  -3.14445  1.85145
C  0.80493  -1.80622  1.56059
N  0.54597  -1.28736  0.35634
H  -0.76553  1.02447  -1.82270
H  0.85618  -0.99212  -2.28979
H  -0.23608  -2.35653  -2.69685
H  -0.52546  -4.03385  -1.21506
H  -0.07994  -5.01771  1.04033
H  0.81773  -3.50344  2.84929
H  1.15357  -1.12018  2.32516
C  -4.32192  -2.67520  0.73181
C  -3.69561  -1.32631  0.83348
C  -4.15560  -0.06724  0.52373
C  -3.06624  0.80066  0.76795
N  -2.02498  0.11952  1.21215
N  -2.42791  -1.16135  1.25161
C  -2.97035  2.27128  0.52879
H  -5.40346  -2.58231  0.63615
H  -4.11294  -3.28163  1.61586
H  -3.94873  -3.21251  -0.14323
H  -5.12714  0.19139  0.13520
H  -1.77397  -1.86810  1.54655
H  -3.89621  2.64222  0.08620
H  -2.13201  2.45941  -0.15294
H  -2.78845  2.80404  1.46458
Te  0.97383  0.63358  4.54523
C  2.02836  0.11403  6.33138
C  3.41391  -0.08717  6.33296
C  4.10341  -0.42543  7.48906
C  3.43069  -0.57478  8.69645
C  2.05435  -0.37682  8.71747
C  1.37088  -0.03986  7.55849
H  3.95545  0.02698  5.40129
H  5.17814  -0.57203  7.44256
H  3.96719  -0.83857  9.60102
H  1.50409  -0.48562  9.64725
H  0.29808  0.10972  7.59402
C  1.10620  2.01665  -3.40772
C  0.57782  2.73089  -2.14942
C  1.78813  3.25023  -1.35660
C  -0.20610  3.98081  -2.64300
N  -0.26970  1.90382  -1.35469
H  1.75782  2.66244  -4.01026
H  0.26632  1.68324  -4.02159
H  1.67018  1.12858  -3.11045
H  2.45179  3.87868  -1.96321
H  2.35330  2.39925  -0.96813
H  1.44261  3.82908  -0.49539
H  0.39123  4.64605  -3.28298
H  -0.55678  4.54621  -1.77573
H  -1.08386  3.64486  -3.20011

Table of Mulliken atomic charges, one value per atom, all in e: -0.547 -0.912 -0.360 0.924 -0.695 -0.386 -0.603 0.039 -0.105 0.641 -0.130 0.357 0.320 0.345 0.434 0.064 -1.330 0.789 -1.071 0.900 -0.594 0.324 -0.792 0.364 0.322 0.245 0.301 0.129 0.313 -0.090 0.252 -0.330 -0.465 -0.248 -0.418 -0.367 -0.403 -0.236 0.312 0.311 0.328 0.302 0.304 -1.641 1.508 -1.837 -1.857 0.039 0.464 0.379 0.241 0.436 0.230 0.351 0.421 0.342 0.385